C16H25BBr3ClF3N5O7P2S | ωB97M-V/def2-TZVPD

```
64
Properties=species:S:1:pos:R:3:forces:R:3
C -1.139 -4.479 1.987 -0.285 0.049 0.129
C -1.224 -3.780 3.343 0.175 0.401 -0.680
S 0.303 -2.886 3.780 -0.051 -0.044 0.498
C -0.056 -1.224 3.156 0.095 -0.637 -0.152
N 0.688 -0.874 1.932 0.234 -0.660 0.759
C 0.023 -0.377 0.894 -0.145 -0.125 -0.088
N 0.673 -0.211 -0.332 -1.600 -1.402 -0.357
C 0.961 -1.521 -0.984 0.587 0.328 1.329
C 2.369 -1.714 -1.513 0.028 1.062 0.024
O 2.685 -2.673 -2.093 0.197 -1.379 -0.639
Cl 3.587 -0.432 -1.255 -0.165 0.107 0.108
C -0.003 0.795 -1.183 1.396 1.493 -0.478
C 0.612 2.156 -0.750 0.009 -0.257 -0.890
C -0.098 3.397 -1.296 0.371 0.103 0.354
C 0.851 4.544 -1.676 -0.963 0.061 0.136
F 0.092 5.685 -1.616 0.080 0.017 -0.160
Br 2.281 4.778 -0.390 0.092 -0.119 -0.073
C 1.377 4.489 -3.121 0.956 1.317 -0.117
F 2.246 3.479 -3.293 -0.496 -0.211 -0.035
F 0.356 4.394 -3.982 0.183 -0.509 0.253
Br 2.335 6.152 -3.571 -0.183 -0.356 0.002
P 0.466 0.613 -3.019 -1.211 -0.996 -0.822
N -0.382 -0.403 -3.848 0.436 -0.194 0.576
O -1.391 0.798 -1.199 0.514 -0.466 0.482
C -2.046 0.051 -0.210 -1.294 -0.521 -0.570
C -2.442 -1.365 -0.648 0.320 -0.199 0.582
C -3.340 -1.407 -1.841 0.014 -0.599 0.218
O -3.529 -0.580 -2.638 -0.150 0.767 -0.632
Br -4.243 -3.155 -2.031 0.109 -0.079 0.119
C -3.437 0.788 0.061 -1.209 1.625 -0.164
O -4.315 0.070 0.566 0.640 -0.162 -0.080
O -3.485 1.992 -0.288 0.564 -1.152 0.525
N -1.287 -0.110 1.053 0.892 1.990 -0.937
B -1.720 1.035 2.004 -0.983 -0.158 1.009
C -1.323 2.534 1.888 0.107 -0.090 0.110
O -2.565 0.658 3.020 0.562 -0.544 -0.118
P 2.474 -1.132 1.890 1.003 1.464 -0.972
N 2.956 -1.019 3.498 -0.908 -0.167 -0.033
O 2.626 -2.709 1.559 -0.207 -0.082 0.268
H -1.804 -5.338 1.995 0.006 -0.176 -0.151
H -1.490 -3.817 1.198 0.026 0.107 -0.104
H -0.131 -4.788 1.735 0.114 -0.190 0.101
H -2.006 -3.027 3.299 -0.211 -0.001 0.247
H -1.465 -4.453 4.156 0.208 -0.119 0.158
H -1.121 -1.231 2.963 -0.097 0.272 -0.096
H 0.183 -0.503 3.931 -0.018 0.140 0.076
H 0.883 -2.274 -0.200 0.045 -0.247 -0.053
H 0.238 -1.801 -1.741 0.106 0.216 -0.397
H 1.611 2.139 -1.193 0.237 -0.098 0.186
H 0.780 2.190 0.318 -0.159 0.090 0.184
H -0.747 3.167 -2.136 -0.023 -0.001 -0.176
H -0.746 3.864 -0.565 -0.133 -0.159 0.207
H 1.856 0.390 -3.023 -0.008 0.345 0.125
H 0.313 1.878 -3.597 0.402 0.314 0.467
H -1.091 -0.866 -3.294 -0.247 -0.025 -0.322
H -1.595 -2.039 -0.786 0.061 -0.031 -0.264
H -3.013 -1.772 0.180 -0.108 -0.034 0.092
H -1.690 2.906 0.933 0.186 0.021 -0.168
H -1.859 3.083 2.656 -0.149 -0.013 0.121
H -0.267 2.750 2.044 0.188 0.005 -0.277
H -2.110 0.536 3.858 -0.370 0.285 0.259
H 3.388 -0.123 3.677 0.089 0.017 0.084
H 2.287 -1.254 4.224 0.338 -0.158 0.221
H 3.074 -3.167 2.283 -0.195 -0.236 -0.005
```
Positions in Å, forces in eV/Å.

Summary:
- frontier orbital gap (eV) = 7.8705
- E_tot (Ha) = -11012.73968
- charge = 0
- M (Da) = 836.4
- energy relative to the best compared isomer or geometry (same formula, charge and spin) (kcal/mol) = 18.6

***

C6H12O | ωB97M-V/def2-TZVPD

```
19
Properties=species:S:1:pos:R:3:forces:R:3
C -1.929 -1.067 -0.549 -0.047 -0.051 -0.011
C -0.779 -0.092 -0.294 0.040 0.012 -0.021
C -1.251 1.154 0.457 -0.011 0.062 0.047
C 0.319 -0.800 0.469 -0.233 0.115 0.143
O 1.274 -1.523 -0.300 0.087 -0.185 -0.127
C 1.729 -0.400 0.451 0.144 0.192 0.125
C 2.265 0.789 -0.304 -0.029 0.013 -0.047
H -2.700 -0.620 -1.186 0.111 -0.040 0.088
H -1.567 -1.979 -1.035 -0.054 0.128 0.037
H -2.403 -1.355 0.399 0.069 0.038 -0.132
H -0.361 0.209 -1.262 -0.039 -0.031 0.115
H -1.740 0.882 1.401 0.085 0.018 -0.116
H -1.975 1.719 -0.140 0.079 -0.105 0.088
H -0.413 1.820 0.693 -0.118 -0.095 -0.048
H -0.033 -1.341 1.354 0.060 0.069 -0.113
H 2.331 -0.683 1.318 -0.100 0.026 -0.111
H 1.605 1.087 -1.122 0.084 -0.057 0.110
H 3.248 0.560 -0.726 -0.118 0.010 0.063
H 2.381 1.639 0.377 -0.012 -0.118 -0.090
```
Positions in Å, forces in eV/Å.

Summary:
- frontier orbital gap (eV) = 11.1588
- E_tot (Ha) = -311.01880
- SMILES = CC(C)[C@H]1O[C@H]1C
- charge = 0
- M (Da) = 100.2
- energy relative to the best compared isomer or geometry (same formula, charge and spin) (kcal/mol) = 25.4

***

C23H25BBr2ClO2 | ωB97M-V/def2-TZVPD

```
54
Properties=species:S:1:pos:R:3:forces:R:3
C 2.594 -1.115 -1.669 -0.383 0.905 -0.744
C 1.238 -1.397 -2.237 1.089 0.615 0.104
Br 0.883 -0.472 -3.877 0.032 0.020 -0.079
C 0.332 -2.193 -1.753 -1.384 -0.703 -0.105
Br 0.841 -3.094 -0.111 -0.002 -0.051 -0.229
B -1.176 -2.628 -2.291 -1.020 -1.282 1.538
O -2.015 -2.699 -1.021 0.345 -0.187 -0.146
C -2.368 -1.402 -0.800 -0.941 1.284 -0.743
C -2.460 -0.676 -2.229 1.344 -2.974 -0.420
Cl -4.115 -0.292 -2.825 0.055 0.488 0.338
O -1.971 -1.692 -3.055 0.248 0.563 -0.979
H 3.306 -1.799 -2.113 0.396 -0.137 0.177
H 2.839 -0.100 -1.962 0.435 0.148 -0.126
H 2.588 -1.133 -0.591 0.088 -0.381 0.280
H -1.202 -3.761 -2.728 0.465 0.134 -0.430
H -3.350 -1.378 -0.336 -0.021 0.389 0.510
H -1.605 -0.811 -0.281 0.033 -0.046 0.614
H -1.734 0.110 -2.400 -0.658 1.147 0.401
C -0.749 2.200 0.223 0.139 -0.081 -0.013
C -2.006 2.295 -0.347 -0.198 -0.014 -0.064
C -2.702 3.496 -0.296 0.041 0.062 0.048
C -2.133 4.603 0.322 0.006 -0.023 -0.032
C -0.867 4.509 0.887 -0.047 0.012 -0.028
C -0.179 3.305 0.838 0.139 0.026 0.051
H -0.207 1.262 0.180 -0.027 -0.010 -0.002
H -2.446 1.436 -0.834 -0.029 0.071 0.051
H -3.687 3.568 -0.739 0.005 -0.017 -0.012
H -2.674 5.541 0.357 0.000 -0.001 0.005
H -0.418 5.373 1.360 -0.006 -0.008 0.014
H 0.808 3.224 1.276 -0.003 0.032 0.011
C 4.083 4.790 -1.563 0.086 -0.031 0.024
C 3.114 3.866 -1.200 -0.231 0.117 -0.048
C 3.477 2.604 -0.763 0.039 -0.104 0.067
C 4.819 2.260 -0.677 0.037 0.012 0.005
C 5.793 3.183 -1.034 -0.004 0.007 -0.008
C 5.426 4.446 -1.481 0.003 -0.008 0.018
H 3.793 5.774 -1.908 -0.004 -0.006 -0.007
H 2.063 4.123 -1.261 0.007 0.014 -0.012
H 2.713 1.886 -0.492 0.003 0.000 -0.005
H 5.105 1.274 -0.333 -0.006 -0.005 -0.016
H 6.841 2.917 -0.967 -0.001 -0.002 -0.009
H 6.186 5.163 -1.765 0.003 -0.004 0.004
C -3.696 -4.999 3.145 0.033 0.002 0.024
C -3.314 -5.200 4.465 -0.026 -0.019 0.010
C -2.014 -4.919 4.862 0.017 0.007 0.020
C -1.099 -4.429 3.939 -0.047 -0.020 0.007
C -1.482 -4.226 2.620 0.073 0.015 0.006
C -2.780 -4.514 2.222 -0.127 -0.021 -0.059
H -4.710 -5.221 2.835 -0.001 0.002 0.000
H -4.031 -5.577 5.186 0.005 -0.006 0.000
H -1.714 -5.081 5.890 -0.007 0.008 0.002
H -0.086 -4.205 4.248 0.002 0.002 -0.005
H -0.778 -3.843 1.894 -0.065 0.003 0.011
H -3.071 -4.356 1.191 0.070 0.053 -0.019
```
Positions in Å, forces in eV/Å.

Summary:
- frontier orbital gap (eV) = 8.0718
- E_tot (Ha) = -6675.07187
- charge = -1
- M (Da) = 539.5